Record 1
8 unconnected molecules or ions with the total composition C20H50ClN4O11. Source: the OMol25 dataset; level of theory: ωB97M-V with the def2-TZVPD basis set.

HOMO level	-0.2482	Ha
calculated total energy	-2298.73363	Eh
frontier orbital gap	9.161	eV

The geometry in ORCA input format:
```
! RIJCOSX wB97M-V def2-TZVPD def2/J DEFGRID3
* xyz -1 1
Cl -0.765 0.224 0.742
O -0.450 1.152 -0.279
O -2.081 -0.161 0.499
O 0.041 -0.967 0.769
O -0.576 0.770 2.074
C 2.690 -0.556 3.408
C 3.071 -1.372 2.203
O 4.369 -2.046 2.312
C 5.491 -1.266 2.783
C 6.697 -2.191 2.618
H 1.633 -0.302 3.330
H 2.819 -1.197 4.280
H 3.394 0.276 3.376
H 2.361 -2.185 2.050
H 3.025 -0.708 1.340
H 5.626 -0.334 2.234
H 5.356 -1.019 3.836
H 6.636 -3.087 3.236
H 7.641 -1.759 2.949
H 6.698 -2.622 1.616
C -3.293 -5.556 -2.543
C -3.031 -4.103 -2.270
O -1.704 -3.807 -2.519
C -1.465 -2.436 -2.300
C 0.030 -2.164 -2.612
H -4.346 -5.792 -2.698
H -2.704 -5.877 -3.402
H -2.919 -6.140 -1.702
H -3.695 -3.603 -2.975
H -3.427 -3.814 -1.297
H -2.170 -1.820 -2.857
H -1.626 -2.125 -1.268
H 0.250 -2.454 -3.639
H 0.710 -2.737 -1.981
H 0.272 -1.111 -2.468
C 1.942 6.768 -5.257
C 2.373 6.091 -3.965
O 1.948 4.742 -4.030
C 2.189 3.998 -2.795
C 1.589 2.554 -3.098
H 2.346 7.777 -5.169
H 2.534 6.423 -6.105
H 0.871 6.793 -5.459
H 3.462 6.117 -3.920
H 1.947 6.559 -3.078
H 3.249 3.867 -2.578
H 1.691 4.400 -1.912
H 2.197 1.915 -3.739
H 0.616 2.617 -3.586
H 1.545 1.992 -2.165
O 3.190 4.544 1.731
C 2.625 3.616 1.142
N 1.359 3.656 0.849
C 3.446 2.357 0.717
H 1.116 2.876 0.254
H 0.819 4.484 1.054
H 4.115 2.244 1.570
H 4.021 2.544 -0.189
H 2.914 1.409 0.634
O -5.094 -2.564 2.359
C -5.664 -2.380 1.229
N -5.068 -1.679 0.260
C -7.071 -2.946 0.994
H -4.167 -1.304 0.520
H -5.388 -1.648 -0.698
H -7.140 -3.950 1.414
H -7.100 -3.032 -0.092
H -7.877 -2.279 1.300
O -4.428 4.752 2.385
C -3.494 4.003 2.242
N -3.530 3.042 1.274
C -2.261 4.128 3.128
H -4.347 2.863 0.708
H -2.660 2.536 1.189
H -2.613 3.648 4.040
H -2.003 5.093 3.565
H -1.407 3.586 2.722
O -1.779 -5.620 2.081
C -1.145 -4.657 1.669
N -1.568 -3.494 2.029
C -0.034 -4.821 0.691
H -2.505 -3.328 2.369
H -1.063 -2.679 1.715
H 0.748 -4.065 0.757
H -0.439 -4.853 -0.321
H 0.435 -5.805 0.722
*
```

Record 2
A molecular structure, C20H50NO2P2Si4TeTi. Source: the OMol25 dataset; level of theory: ωB97M-V with the def2-TZVPD basis set.

HOMO level (alpha / beta)	-0.4284 / -0.4285	Ha
⟨S²⟩	0.76
calculated total energy	-3955.03089	Eh
frontier orbital gap (alpha / beta)	4.572 / 4.618	eV

The geometry in ORCA input format:
```
! RIJCOSX wB97M-V def2-TZVPD def2/J DEFGRID3
* xyz 2 2
Ti 0.079 -0.892 -3.618
P -1.944 0.257 -3.044
C -2.163 1.100 -4.657
C -0.810 1.493 -5.243
N 0.308 0.936 -4.712
C 1.524 1.499 -4.928
C 1.668 2.533 -5.842
C 0.557 3.008 -6.530
C -0.697 2.514 -6.176
C 2.703 1.077 -4.076
P 2.328 -0.384 -3.031
H -1.634 2.907 -6.561
H 2.662 2.968 -5.949
H 0.650 3.755 -7.317
H 3.591 0.827 -4.686
H 2.974 1.891 -3.373
H -2.741 0.479 -5.296
H -2.730 2.014 -4.398
H -1.959 -4.398 -6.454
O -2.857 -4.346 -6.737
H -2.898 -3.530 -7.263
H -0.380 -2.144 0.764
O -0.100 -1.697 -1.795
H -0.273 -2.648 -1.671
C 3.351 -1.706 -3.736
H 4.380 -1.334 -3.822
H 3.306 -2.569 -3.057
H 2.973 -2.004 -4.724
C 3.073 -0.041 -1.422
H 2.799 -0.847 -0.727
H 4.167 0.012 -1.533
H 2.696 0.914 -1.031
C -2.188 1.558 -1.812
H -3.265 1.797 -1.799
H -1.850 1.195 -0.824
H -1.616 2.451 -2.103
C -3.345 -0.857 -2.802
H -3.137 -1.468 -1.910
H -4.239 -0.239 -2.637
H -3.469 -1.499 -3.687
C 3.453 0.090 3.096
Si 1.938 1.089 3.601
C 1.844 1.363 5.461
C 1.926 2.722 2.657
Si -0.016 -0.176 3.203
Te -0.077 -0.496 0.734
Si -0.010 -2.458 3.753
C 0.121 -2.468 5.628
C -1.618 -3.307 3.256
C 1.504 -3.302 3.015
Si -2.022 1.030 3.415
C -2.247 1.064 5.283
C -1.852 2.772 2.711
C -3.452 0.159 2.551
H 4.351 0.668 3.365
H 3.481 -0.094 2.012
H 3.505 -0.880 3.609
H 2.789 1.828 5.779
H 1.019 2.037 5.729
H 1.715 0.421 6.011
H 1.839 2.567 1.573
H 1.111 3.387 2.972
H 2.879 3.238 2.849
H -0.747 -1.981 6.093
H 0.149 -3.521 5.945
H 1.037 -1.970 5.974
H -1.847 -3.206 2.189
H -1.525 -4.380 3.486
H -2.467 -2.917 3.835
H 1.524 -3.266 1.920
H 2.441 -2.861 3.383
H 1.486 -4.361 3.314
H -1.407 1.560 5.790
H -3.166 1.629 5.495
H -2.353 0.052 5.698
H -1.618 2.766 1.638
H -2.816 3.290 2.840
H -1.080 3.358 3.226
H -3.249 -0.034 1.489
H -3.697 -0.800 3.029
H -4.339 0.808 2.614
*
```

Record 3
A molecular structure, C20H51BaN3O7. Source: the OMol25 dataset; level of theory: ωB97M-V with the def2-TZVPD basis set.

HOMO level	-0.5162	Ha
calculated total energy	-1508.38426	Eh
frontier orbital gap	9.239	eV

The geometry in ORCA input format:
```
! RIJCOSX wB97M-V def2-TZVPD def2/J DEFGRID3
* xyz 2 1
Ba -15.889 1.566 -25.992
C -14.939 -2.951 -24.285
O -15.002 -1.979 -25.377
C -14.605 -2.650 -26.567
C -15.150 -1.928 -27.754
N -14.728 -0.519 -27.785
C -15.303 0.060 -28.990
C -15.097 1.510 -29.261
O -15.836 2.266 -28.580
C -16.177 3.482 -29.267
H -15.895 -3.474 -24.364
H -14.792 -2.449 -23.349
H -14.156 -3.704 -24.365
H -14.988 -3.650 -26.475
H -13.551 -2.718 -26.638
H -16.227 -2.065 -27.890
H -14.770 -2.412 -28.671
H -13.696 -0.606 -27.886
H -16.352 -0.158 -29.134
H -14.930 -0.497 -29.888
H -15.304 1.612 -30.308
H -14.058 1.788 -29.138
H -17.137 3.342 -29.833
H -15.481 3.978 -29.899
H -16.356 4.271 -28.541
C -22.194 -0.116 -25.978
O -21.665 0.876 -26.818
C -20.960 1.913 -26.101
C -19.444 1.538 -26.113
N -18.585 2.623 -25.552
C -18.693 3.815 -26.427
C -17.528 4.692 -26.001
O -16.558 4.148 -25.473
C -15.739 4.950 -24.593
H -22.733 0.408 -25.175
H -21.411 -0.755 -25.682
H -22.952 -0.659 -26.467
H -21.409 1.981 -25.106
H -21.238 2.786 -26.645
H -19.069 1.258 -27.090
H -19.323 0.653 -25.395
H -18.973 2.816 -24.651
H -19.682 4.334 -26.189
H -18.581 3.647 -27.523
H -17.946 5.414 -25.282
H -17.189 5.307 -26.794
H -14.817 4.405 -24.496
H -16.255 5.021 -23.643
H -15.484 5.993 -24.936
C -12.914 -0.170 -24.967
O -13.246 1.143 -25.341
C -12.304 1.699 -26.214
C -12.529 3.206 -26.253
N -13.715 3.597 -27.046
C -13.752 5.008 -27.059
C -13.066 5.599 -28.272
O -13.442 5.227 -29.403
C -12.835 5.793 -30.493
H -11.899 -0.146 -24.643
H -12.848 -0.816 -25.837
H -13.405 -0.640 -24.119
H -12.363 1.167 -27.158
H -11.246 1.564 -25.901
H -11.612 3.626 -26.627
H -12.639 3.473 -25.201
H -13.564 3.466 -28.077
H -13.360 5.475 -26.153
H -14.764 5.352 -27.172
H -12.017 5.352 -28.171
H -13.108 6.675 -28.109
H -13.266 5.280 -31.317
H -11.749 5.838 -30.443
H -13.131 6.875 -30.553
C -19.029 -2.020 -26.722
C -18.218 -1.797 -25.605
O -17.237 -0.880 -25.934
H -19.915 -2.564 -26.563
H -18.446 -2.490 -27.421
H -19.361 -1.092 -27.164
H -17.722 -2.743 -25.222
H -18.805 -1.458 -24.756
H -16.486 -1.497 -25.977
*
```

Record 4
A molecular structure, C20H52B3Mg2O10S5. Source: the OMol25 dataset; level of theory: ωB97M-V with the def2-TZVPD basis set.

HOMO level	-0.4244	Ha
calculated total energy	-4011.00010	Eh
frontier orbital gap	8.716	eV

The geometry in ORCA input format:
```
! RIJCOSX wB97M-V def2-TZVPD def2/J DEFGRID3
* xyz 1 1
Mg -2.067 -0.935 -0.568
Mg 1.719 0.635 1.275
B 2.012 -0.502 2.943
H 1.973 -1.429 3.631
H 0.993 -0.539 2.454
H 2.273 0.503 3.439
H 2.682 -0.638 2.052
B 0.351 -0.037 -0.135
H 1.132 -0.697 0.324
H -0.147 0.455 0.747
H 0.838 0.767 -0.803
H -0.385 -0.655 -0.734
B 1.528 2.590 1.687
H 2.599 2.275 1.559
H 1.341 3.671 2.040
H 1.172 2.562 0.615
H 1.055 1.815 2.339
C 4.693 1.762 -3.088
C 4.023 3.085 -2.677
C 3.439 2.920 -1.262
S 4.281 1.566 -0.461
O 3.244 0.598 -0.094
O 5.171 2.092 0.553
C 5.286 1.030 -1.875
H 5.459 1.958 -3.841
H 4.033 1.093 -3.647
H 3.317 3.387 -3.449
H 4.764 3.886 -2.670
H 2.429 2.508 -1.291
H 3.447 3.828 -0.668
H 5.459 -0.034 -1.739
H 6.213 1.555 -1.632
C 0.009 -5.179 2.421
C -1.171 -5.856 1.651
C -0.895 -5.624 0.175
S -0.286 -3.910 0.032
O -1.311 -2.887 -0.195
O 0.925 -3.930 -0.774
C 0.234 -3.811 1.797
H 0.883 -5.803 2.198
H 0.076 -5.193 3.508
H -2.098 -5.376 1.978
H -1.302 -6.899 1.930
H -1.791 -5.721 -0.437
H -0.102 -6.286 -0.164
H -0.250 -2.968 2.280
H 1.283 -3.541 1.675
C 1.515 -0.984 -4.129
C 0.602 0.093 -4.657
C -0.770 -0.544 -4.854
S -0.932 -1.878 -3.619
O -1.306 -3.115 -4.245
O -1.646 -1.371 -2.449
C 0.810 -1.931 -3.190
H 2.503 -0.640 -3.815
H 1.880 -1.575 -4.982
H 0.929 0.636 -5.538
H 0.350 0.799 -3.854
H -0.903 -1.080 -5.801
H -1.659 0.088 -4.855
H 1.150 -2.943 -3.405
H 0.899 -1.777 -2.119
C -4.161 3.452 0.323
C -2.781 4.207 0.370
C -1.786 3.644 -0.661
S -2.610 2.243 -1.419
O -2.305 1.066 -0.591
O -2.199 2.250 -2.826
C -4.284 2.808 -1.084
H -5.071 4.045 0.360
H -4.127 2.677 1.083
H -2.374 3.988 1.355
H -3.029 5.250 0.201
H -0.791 3.327 -0.341
H -1.630 4.393 -1.437
H -4.998 1.987 -1.135
H -4.440 3.465 -1.941
C -2.949 0.894 4.473
C -1.486 0.520 4.427
C -1.366 -0.962 4.106
S -2.633 -1.155 2.762
O -3.421 -2.361 2.976
O -1.963 -0.989 1.473
C -3.497 0.459 3.100
H -2.987 1.975 4.610
H -3.506 0.457 5.301
H -0.887 0.862 5.272
H -0.906 1.015 3.634
H -1.645 -1.509 5.005
H -0.476 -1.319 3.593
H -4.567 0.280 3.043
H -3.075 1.161 2.384
*
```

Record 5
A molecular structure, C20H52N5O9. Source: the OMol25 dataset; level of theory: ωB97M-V with the def2-TZVPD basis set.

HOMO level	-0.1307	Ha
calculated total energy	-1743.15157	Eh
frontier orbital gap	6.397	eV

The geometry in ORCA input format:
```
! RIJCOSX wB97M-V def2-TZVPD def2/J DEFGRID3
* xyz -1 1
N -15.125 -19.727 -3.458
O -15.669 -20.691 -3.975
O -15.218 -19.363 -2.280
O -14.408 -19.058 -4.213
C -11.910 -22.641 -4.255
O -11.765 -21.402 -3.499
C -12.321 -21.544 -2.228
C -12.347 -20.194 -1.462
N -13.047 -19.149 -2.164
C -12.791 -17.916 -1.436
C -13.920 -16.959 -1.813
O -13.701 -16.667 -3.166
C -14.614 -15.588 -3.559
H -12.827 -22.691 -4.841
H -11.969 -23.513 -3.603
H -11.094 -22.651 -4.977
H -11.851 -22.224 -1.517
H -13.320 -21.953 -2.378
H -11.315 -19.926 -1.238
H -12.685 -20.315 -0.433
H -14.038 -19.239 -1.988
H -11.864 -17.443 -1.761
H -12.554 -18.027 -0.377
H -13.754 -16.086 -1.182
H -14.919 -17.336 -1.595
H -14.475 -15.277 -4.595
H -14.288 -14.729 -2.972
H -15.647 -15.769 -3.264
C -12.381 -24.692 -1.611
O -12.100 -23.789 -0.559
C -12.268 -24.277 0.771
C -12.229 -23.134 1.772
N -12.915 -21.962 1.409
C -14.294 -21.915 1.949
C -14.964 -20.514 1.568
O -15.121 -20.429 0.120
C -15.504 -19.110 -0.149
H -11.979 -24.287 -2.540
H -13.426 -24.993 -1.690
H -11.732 -25.567 -1.560
H -11.601 -25.125 0.929
H -13.293 -24.620 0.637
H -11.208 -22.819 1.988
H -12.538 -23.576 2.720
H -12.961 -21.926 0.400
H -14.331 -22.002 3.035
H -15.047 -22.574 1.518
H -14.239 -19.792 1.942
H -15.902 -20.414 2.115
H -16.498 -18.967 0.275
H -15.565 -19.022 -1.234
H -14.817 -18.426 0.349
C -14.741 -23.378 -2.638
C -14.971 -22.116 -1.678
C -16.298 -22.243 -0.832
O -17.394 -22.860 -1.409
C -18.111 -22.308 -2.484
N -13.756 -21.916 -0.972
H -13.687 -23.409 -2.915
H -15.375 -23.198 -3.506
H -14.924 -24.293 -2.076
H -15.104 -21.359 -2.451
H -16.649 -21.293 -0.428
H -16.131 -22.903 0.020
H -17.313 -22.144 -3.207
H -18.707 -21.426 -2.245
H -18.767 -23.061 -2.920
H -13.720 -22.603 -0.233
H -13.851 -21.127 -0.350
C -18.559 -18.208 -3.445
C -17.894 -19.094 -4.484
C -18.353 -18.875 -6.028
O -17.532 -19.602 -6.898
C -18.315 -20.344 -7.805
N -16.463 -18.949 -4.365
H -17.920 -17.921 -2.610
H -19.488 -18.741 -3.244
H -18.694 -17.252 -3.953
H -18.034 -20.143 -4.223
H -18.331 -17.806 -6.238
H -19.373 -19.260 -6.013
H -17.609 -20.975 -8.345
H -18.698 -19.796 -8.665
H -19.115 -20.911 -7.328
H -16.077 -18.050 -4.614
H -16.342 -19.147 -3.382
*
```

Number 1: largest force on an atom 0.0879 Eh/bohr. Number 2: largest force on an atom 0.0731 Eh/bohr. Number 3: largest force on an atom 0.2112 Eh/bohr. Number 4: largest force on an atom 0.0627 Eh/bohr. Number 5: largest force on an atom 0.2458 Eh/bohr.